DFT (ωB97M-V/def2-TZVPD) results for a structure of composition C31H33ClN2O2Si2Sm in a non-equilibrium geometry.

Calculated values
Frontier orbital gap (alpha / beta): 4.77 / 4.79 eV
Spin multiplicity: 6
Energy above the lowest of the compared OMol25 structures with the same formula, charge and spin: 400.88 kJ/mol
Total charge: +1
Lowest unoccupied orbital energy (alpha / beta): -3.771 / -3.752 eV

Geometry as XYZ:
```
72
Properties=species:S:1:pos:R:3:mulliken_charge:R:1
C -1.291 -0.935 1.063 -0.27
C -1.987 -0.454 -0.083 -0.70
C -2.028 -1.516 -1.047 -0.48
H -2.391 0.556 -0.204 0.61
C -1.353 -2.647 -0.486 -0.58
C -0.899 -2.284 0.815 -0.49
H -0.330 -2.905 1.503 0.45
H -1.149 -0.400 1.999 0.47
H -2.369 -1.394 -2.078 0.70
H -1.081 -3.555 -1.009 0.47
Sm 0.289 -0.897 -0.814 0.95
Si -0.506 -0.186 -7.092 0.59
C 0.158 1.362 -8.061 0.28
C 1.488 1.571 -8.487 0.13
H 2.280 0.848 -8.309 0.43
C 1.916 2.747 -9.119 -0.61
H 2.972 2.899 -9.338 0.36
C 1.032 3.786 -9.407 -0.48
H 1.376 4.745 -9.853 0.37
C -0.300 3.558 -9.042 -0.52
H -0.994 4.366 -9.230 0.38
C -0.734 2.387 -8.404 -0.63
H -1.797 2.293 -8.189 0.31
C 0.425 -1.531 -8.000 0.28
C 0.162 -1.699 -9.382 -0.37
H -0.566 -1.035 -9.856 0.34
C 0.775 -2.738 -10.102 -0.72
H 0.479 -2.943 -11.136 0.39
C 1.739 -3.554 -9.474 -0.37
H 2.200 -4.386 -10.025 0.38
C 2.130 -3.280 -8.151 -0.83
H 2.912 -3.869 -7.654 0.40
C 1.488 -2.267 -7.428 0.17
H 1.817 -2.079 -6.402 0.40
H -1.999 -0.174 -7.059 -0.21
Si 1.890 1.110 -5.047 -0.65
C 0.734 -0.555 -4.701 0.75
C -0.695 -0.788 -4.771 0.39
H -1.489 -0.102 -5.085 1.05
C -1.262 -2.035 -4.454 -1.04
H -2.284 -2.233 -4.659 0.49
C -0.592 -3.131 -4.019 -0.68
H -1.031 -4.130 -3.912 0.51
C 0.692 -2.810 -3.677 -0.38
H 1.231 -3.611 -3.244 0.50
C 1.329 -1.598 -3.956 -1.97
H 2.371 -1.542 -3.651 0.57
C 0.317 2.226 -4.704 1.14
C -0.768 1.955 -3.843 -0.18
H -0.916 0.965 -3.395 0.38
C -1.717 2.965 -3.601 -0.65
H -2.586 2.765 -3.003 0.49
C -1.632 4.244 -4.173 -0.82
H -2.409 5.010 -4.018 0.40
C -0.523 4.504 -4.981 -0.46
H -0.473 5.471 -5.460 0.40
C 0.436 3.521 -5.247 -0.79
H 1.276 3.756 -5.903 0.34
H 2.721 1.598 -3.715 -0.18
Cl 2.852 -0.248 -1.339 -0.51
C 3.183 0.536 3.302 -0.66
O 2.468 1.534 2.545 -0.43
C 1.696 1.069 1.551 0.79
O 1.452 -0.115 1.219 -0.57
N 1.138 2.089 0.886 -0.31
N 0.378 1.747 -0.294 -0.25
H 3.715 1.011 4.129 0.24
H 3.918 0.065 2.646 0.30
H 2.478 -0.187 3.700 0.29
H 1.372 3.057 1.125 0.27
H 0.792 2.237 -1.093 0.31
H -0.559 2.136 -0.168 0.32
```